Entry 1:
Formula: C52H48N4O3P2SSnTe
Source: OMol25
Level of theory: ωB97M-V with the def2-TZVPD basis set

Geometry as ORCA input:
```
! RIJCOSX wB97M-V def2-TZVPD def2/J DEFGRID3
* xyz 0 1
C 0.483 5.713 2.622
N -0.325 -0.386 2.984
C 2.205 -6.296 -0.233
H 1.534 1.657 4.876
H -0.731 0.575 -6.974
C 1.799 -4.838 -5.373
H 1.040 -8.042 0.207
H -0.853 -2.329 3.388
C -0.325 -1.462 3.769
C 1.800 3.000 -3.131
H 1.794 1.949 -1.227
H 1.945 4.019 -3.494
H 4.898 1.010 -1.868
C 0.316 -1.490 4.992
C 0.169 4.277 2.145
C -3.229 -3.451 -1.466
H -4.083 -3.292 -2.114
N -0.478 1.703 1.328
N -2.105 1.228 -0.773
C 1.001 0.766 4.583
C 1.108 -0.454 -6.548
C -0.848 -3.264 -1.058
H 4.473 2.303 2.191
H 3.705 -8.574 -2.865
C 3.433 0.505 1.660
H -2.195 4.566 -1.045
C 0.304 0.723 3.383
O 1.186 5.752 3.642
C 2.675 -2.667 2.440
H 2.311 -1.839 -3.883
H -2.432 -4.786 1.539
C 3.649 -4.187 4.577
H -0.901 4.937 0.461
H -3.154 -0.152 -1.871
C -3.402 -4.075 -0.230
O 1.642 0.148 -3.495
H -1.841 -2.554 -2.829
C -0.582 4.057 1.002
H 2.559 2.371 -3.599
H 2.952 -3.107 -5.904
C 1.944 -2.847 -4.032
H 3.029 0.363 2.657
H 0.993 3.381 3.865
C 2.292 -3.557 -5.173
P 0.754 -2.480 -1.540
H 5.447 2.609 -0.062
C -0.901 2.770 0.621
H 1.554 -0.349 6.324
H -4.367 1.574 -3.216
H 1.733 -5.677 0.520
H 0.485 1.588 -6.234
H 1.787 -5.255 4.457
C -1.830 2.505 -0.523
C 1.008 -0.358 5.391
N 2.337 -8.424 -1.341
C 3.936 -2.418 2.967
H -3.839 3.984 -2.791
C 4.798 1.767 0.136
C 3.196 -5.773 -1.051
C 3.661 -0.215 -0.621
Sn -0.546 -0.535 0.505
S 0.259 0.717 -3.361
P 1.993 -1.814 0.969
C 4.254 1.592 1.405
H 1.591 -0.206 -7.493
C 0.046 0.589 -6.205
C 1.952 2.961 -1.613
H 2.950 3.266 -1.303
H 5.407 -2.971 4.422
C 0.626 -4.710 -3.279
H -1.569 0.944 -4.769
H 4.513 -6.244 -2.694
C -2.305 -4.292 0.583
H -0.351 2.970 -2.952
H 3.397 -0.889 -1.428
C 1.815 -7.612 -0.419
C -3.351 3.201 -2.224
C 2.389 -4.452 4.051
C 3.144 -0.423 0.655
C -0.654 0.350 -4.870
C -1.034 -3.886 0.171
H 0.933 -3.916 2.583
C 4.418 -3.172 4.031
C 1.910 -3.694 2.996
H 1.237 3.632 -1.134
H -0.153 -4.093 0.769
H -0.922 -0.706 -4.769
C -3.644 1.867 -2.468
C 4.496 0.867 -0.874
H 1.866 -0.508 -5.771
H 0.661 -1.445 -6.650
Te 3.804 -3.763 -0.876
H 2.064 -5.389 -6.267
H 0.594 -6.422 -4.563
C -2.432 3.531 -1.244
H 0.213 2.780 -4.618
C 1.106 -3.415 -3.075
C 3.293 -7.911 -2.112
C -2.983 0.910 -1.719
O 0.050 6.594 1.865
C 0.424 2.528 -3.580
H -4.388 -4.393 0.084
H -0.001 -5.182 -2.533
C -1.971 -3.040 -1.866
H 4.031 -4.778 5.398
C 0.966 -5.415 -4.424
C 0.494 3.182 2.927
H 0.293 -2.384 5.598
C 3.753 -6.604 -2.012
C 1.929 -3.040 -0.284
H 4.563 -1.646 2.539
C 0.145 1.917 2.501
*
```

For the HOMO energy, the calculation gives -0.2491 Eh. For the total energy, the calculation gives -109342.146 eV. For the energy above the lowest of the compared OMol25 structures with the same formula, charge and spin, the calculation gives 0.000 eV. The LUMO energy comes out at -0.0539 Ha.

***

Entry 2:
Formula: C52H49F9N3O2PPt
Source: OMol25
Level of theory: ωB97M-V with the def2-TZVPD basis set

Geometry as ORCA input:
```
! RIJCOSX wB97M-V def2-TZVPD def2/J DEFGRID3
* xyz 0 1
Pt 0.452 -0.338 1.237
C 2.831 1.228 -3.670
C -5.371 2.790 -2.412
H -0.047 3.024 0.604
H 4.930 -1.232 1.740
C 1.006 -2.280 -1.857
H -2.063 -1.295 -2.884
P -0.088 0.097 -0.995
C 0.476 -1.757 5.230
C -3.705 1.994 -0.717
C 4.851 1.715 -1.154
F 4.259 2.611 -5.547
C 2.817 2.566 0.530
H -1.355 0.812 -3.524
C 2.193 -0.462 3.555
H 2.922 4.995 1.958
F 0.317 -4.626 -5.704
C -2.502 1.369 -0.390
C -3.218 1.715 -3.057
C -2.026 1.112 -2.730
C -3.625 -0.266 1.922
C -2.700 -1.275 1.610
C -2.392 -3.761 1.226
F -0.796 -5.792 -4.266
C 3.466 3.466 -0.307
H 5.682 1.398 -1.775
H -3.492 1.862 -4.094
C 2.617 -0.749 4.836
C 4.470 3.045 -1.158
C 4.216 0.769 -0.354
F -6.156 1.932 -3.090
H 3.555 3.626 2.883
N -1.353 -1.148 2.097
H -4.244 -4.786 1.765
H -3.605 2.801 3.629
C 5.604 -0.961 0.931
C -1.210 -1.674 3.333
N 0.987 -0.812 3.130
F 2.430 3.632 -6.090
H -0.422 -3.277 0.498
C -3.344 -4.958 1.174
C 3.217 3.293 -5.051
C -1.013 -2.995 -3.598
C 3.146 1.205 0.444
H 6.207 -0.120 1.270
H -5.603 0.466 1.523
C 3.883 -1.772 -0.682
H -3.042 2.652 1.974
C 2.456 2.512 -4.016
H 2.033 -4.031 -2.546
C 0.141 -3.761 -3.520
F 1.363 -5.692 -4.138
C 2.973 0.331 2.564
C -4.063 2.150 -2.037
H 3.208 4.518 -0.266
H 2.043 -1.660 6.694
C 0.647 2.413 -2.450
H -4.694 -3.297 -0.216
H -1.818 -3.296 -4.255
H 6.262 -1.813 0.747
H -3.911 0.970 5.117
C -3.354 0.750 3.029
C -1.669 0.908 -1.387
H -2.034 -3.690 2.254
C 0.990 1.101 -2.112
C -1.191 -4.030 0.341
H -0.206 2.892 -1.997
H -2.288 0.713 3.263
H 0.856 4.513 0.289
H -1.481 -4.026 -0.710
C -1.142 -1.852 -2.826
H -0.264 -2.258 5.837
H 3.491 -1.691 -1.697
F -5.184 3.857 -3.212
C -4.351 -2.421 0.318
H -4.735 2.316 2.379
C 1.744 -1.420 5.683
H 0.069 4.263 1.852
H 1.560 2.282 2.230
F -6.066 3.208 -1.345
H -4.361 2.351 0.060
C -4.131 0.307 4.277
C -4.872 -0.305 1.308
H -0.757 -5.006 0.571
C 1.882 3.112 1.602
H 3.607 -0.429 5.130
H 1.768 -2.039 -1.129
C -0.116 -1.463 -1.968
H 4.403 -2.729 -0.608
O 3.956 0.956 2.934
H -6.164 -1.337 -0.058
C 0.262 -4.973 -4.404
H -2.209 1.253 0.642
O -2.057 -2.275 3.985
C 0.618 3.766 1.049
H 3.057 -1.782 0.030
H 2.399 -0.477 -2.475
C 1.150 -3.414 -2.638
C 2.645 4.090 2.502
H -3.644 -5.189 0.149
C -3.121 -2.445 0.969
H -2.839 -5.840 1.571
C 0.132 -1.428 3.934
C 1.371 3.113 -3.397
H 4.979 3.756 -1.797
C -5.203 -1.333 0.441
C 4.840 -0.629 -0.354
H 5.587 -0.593 -1.151
N 2.451 0.292 1.308
H 2.024 4.386 3.349
H -3.871 -0.712 4.557
H 3.687 0.765 -4.141
C 2.103 0.532 -2.716
H -5.206 0.350 4.086
F 3.699 4.444 -4.543
C -3.702 2.208 2.719
H 1.086 4.124 -3.657
*
```

For the HOMO energy, the calculation gives -0.3177 Eh. For the total energy, the calculation gives -100283.045 eV. The LUMO energy comes out at -0.0223 Ha.

***

Entry 3:
Formula: C52H51N9O17P
Source: OMol25
Level of theory: ωB97M-V with the def2-TZVPD basis set

Geometry as ORCA input:
```
! RIJCOSX wB97M-V def2-TZVPD def2/J DEFGRID3
* xyz 1 1
C 0.373 -3.668 -4.710
C 4.443 -0.991 0.880
H 11.157 -1.911 1.138
H -4.177 9.405 -4.090
C 0.372 10.466 -1.599
C 4.620 -3.317 0.238
C -5.909 6.729 -2.888
N -0.292 11.257 -2.641
H 1.206 -5.340 2.815
H 8.738 0.918 4.442
H -4.185 0.608 2.263
C -6.143 -2.558 3.387
C -4.361 8.449 -3.603
H -7.230 -7.592 1.260
O -0.612 -5.045 4.447
H 1.356 -3.445 -4.303
H 3.577 -5.371 2.122
C -4.234 -1.081 3.588
O -7.285 -3.722 0.496
C 1.030 11.116 -0.546
C 3.243 -0.878 0.176
H 5.368 -4.896 3.771
O 0.008 -4.495 6.478
C 10.616 -1.303 1.860
H 2.194 10.853 1.250
H -2.015 1.305 1.344
O 1.795 -4.227 -1.774
C -5.963 -0.612 1.967
C -0.727 -3.779 -3.857
C 3.412 -3.202 -0.462
O -4.234 -4.512 -4.009
H -3.127 -4.471 -6.205
O -2.693 4.643 -1.331
C -4.338 -6.235 -0.958
H 10.869 1.700 3.443
H 1.074 -3.765 -6.746
O 7.748 -3.359 2.499
H -1.164 -4.265 -7.691
H 1.475 5.287 -1.212
N -7.372 -4.914 0.823
C 1.668 8.964 0.355
C 5.133 -2.204 0.909
H -3.524 -5.866 -1.579
H 2.181 8.377 1.115
N -2.433 5.733 -1.862
N 0.252 -4.791 5.300
C -1.988 -4.074 -4.394
C -3.546 6.493 -2.443
C 2.722 -1.983 -0.501
H -2.287 8.121 -3.151
O -2.960 -4.039 -2.286
H -3.674 -8.284 -1.046
O -1.298 6.227 -1.930
C -4.743 -0.274 2.569
H -0.550 4.360 -2.181
H -0.735 2.689 1.509
H -5.222 -4.292 -0.717
O -7.612 -0.068 0.428
N 2.856 -4.374 -1.150
O -8.271 -5.382 1.539
H 1.395 4.639 -3.459
C -5.663 7.955 -3.507
C 1.677 10.358 0.431
C 4.325 -4.885 4.085
H 0.104 -0.292 -1.579
H -6.682 -3.447 3.709
H -1.191 1.073 -2.020
C 9.260 0.293 3.720
C 0.351 9.066 -1.672
C -4.422 -7.595 -0.656
H -6.492 8.531 -3.916
H 2.434 -4.354 6.859
H -5.059 5.036 -1.875
C 1.979 -5.131 3.551
C -6.345 -5.837 0.325
C -1.298 2.010 0.704
H 1.001 7.232 -0.741
O -0.879 10.645 -3.546
C 11.139 -0.064 2.234
C -6.664 -1.756 2.369
N -0.234 1.170 0.032
C -5.300 -5.349 -0.470
H -5.518 -9.139 0.375
C -0.757 0.395 -1.157
P 0.890 4.309 -2.127
H -3.292 -0.823 4.067
C -5.460 -8.078 0.142
C -3.295 7.721 -3.071
H 5.168 -4.256 0.273
H 2.712 0.071 0.157
H 12.075 0.284 1.802
O -5.856 1.240 0.571
C 0.212 -3.847 -6.085
H 4.843 -0.128 1.411
C 2.668 -4.578 5.820
C 3.318 -5.151 3.156
C 1.023 1.952 -0.276
C 4.004 -4.604 5.414
H 1.049 12.202 -0.475
H 2.695 2.601 -1.720
H -4.536 -2.841 4.795
N 8.837 -3.027 2.009
H -1.579 -0.361 -0.735
C -2.153 -4.247 -5.775
C 10.460 0.732 3.159
H -1.921 2.691 -0.033
C -4.851 5.990 -2.354
H 7.787 -1.269 3.796
H 6.069 -2.284 1.457
H -0.160 8.548 -2.480
H -6.926 6.350 -2.818
N -6.516 0.247 0.913
C 8.725 -0.943 3.352
N -3.143 -4.217 -3.500
C -1.046 -4.131 -6.618
C 9.405 -1.736 2.418
O 3.478 -5.442 -1.064
O 1.858 2.198 0.768
C -6.427 -7.201 0.639
C 1.659 -4.838 4.884
C -4.935 -2.217 3.996
H 1.266 1.761 -2.621
C 1.005 8.319 -0.690
H -7.609 -2.034 1.907
O 9.477 -3.708 1.195
H 1.786 -1.878 -1.045
C 1.505 2.501 -1.742
O -0.224 12.492 -2.560
H -0.586 -3.637 -2.788
H 4.795 -4.401 6.132
*
```

For the HOMO energy, the calculation gives -0.3990 Eh. For the total energy, the calculation gives -112225.593 eV. The LUMO energy comes out at -0.1491 Ha.

***

Entry 4:
Formula: C52H52Br3F3Li2N9O6
Source: OMol25
Level of theory: ωB97M-V with the def2-TZVPD basis set

Geometry as ORCA input:
```
! RIJCOSX wB97M-V def2-TZVPD def2/J DEFGRID3
* xyz 1 1
C 18.721 2.760 -14.043
C 14.455 5.031 -19.961
C 15.835 6.151 -14.761
N 20.086 12.856 -18.807
C 20.526 14.005 -19.307
H 16.290 8.262 -14.849
C 16.911 7.390 -13.022
C 15.064 5.155 -18.720
F 16.842 8.411 -19.068
H 18.637 14.051 -16.023
C 18.314 6.855 -17.017
N 16.574 5.030 -12.809
C 17.633 9.439 -18.737
C 18.990 5.166 -21.473
Br 22.226 2.058 -15.915
H 19.501 5.120 -17.355
F 17.890 10.106 -19.858
C 15.434 13.132 -22.862
H 17.848 8.031 -22.847
C 23.056 2.738 -17.503
C 18.447 5.392 -17.386
H 15.450 11.589 -19.860
H 20.823 9.475 -15.542
C 19.579 15.269 -17.518
H 17.867 14.840 -21.253
F 16.863 10.262 -17.964
H 18.065 1.147 -16.940
H 17.371 8.287 -12.632
H 19.567 4.556 -24.597
H 24.255 7.011 -18.547
H 17.365 6.144 -11.310
H 15.331 6.129 -18.327
C 19.105 10.907 -22.238
H 15.721 4.117 -16.967
H 17.870 11.106 -24.018
O 20.023 9.531 -18.376
N 17.223 0.951 -13.699
H 18.695 9.266 -16.884
O 12.917 1.397 -21.003
N 21.748 7.709 -16.048
H 18.053 6.861 -20.584
N 20.267 10.496 -21.731
C 18.246 7.027 -22.733
C 20.775 9.451 -23.806
C 18.742 10.668 -23.550
N 19.421 4.520 -22.550
H 15.004 13.052 -23.851
H 16.672 -0.153 -15.367
C 19.265 5.130 -23.725
H 21.179 6.509 -22.315
O 16.348 14.838 -24.775
C 15.241 4.025 -17.934
C 18.771 6.414 -23.857
C 21.074 9.773 -22.493
H 19.777 8.600 -13.496
H 19.138 4.684 -20.512
N 22.411 7.488 -19.329
C 17.262 0.676 -14.991
O 13.576 0.510 -19.149
Li 21.805 8.708 -17.905
C 19.128 14.076 -16.985
C 20.470 6.588 -13.865
C 16.969 6.194 -12.321
H 21.497 4.779 -14.440
H 17.877 2.109 -12.158
C 16.030 4.988 -14.028
C 21.338 5.831 -14.640
C 16.644 13.283 -20.383
Li 20.741 11.069 -19.728
C 20.328 7.936 -14.146
H 18.507 11.583 -21.637
C 21.863 6.600 -21.484
H 13.525 3.676 -21.342
C 15.686 12.303 -20.637
H 24.891 5.496 -20.441
H 17.878 4.772 -16.695
N 13.461 1.443 -19.921
C 19.588 9.910 -24.347
C 23.586 6.852 -19.387
N 16.934 14.899 -23.716
H 23.194 1.890 -18.154
H 19.221 3.657 -13.697
H 17.091 13.255 -19.396
C 23.966 6.055 -20.452
H 14.280 5.919 -20.553
H 20.633 7.875 -20.230
H 18.721 6.892 -24.825
H 14.855 1.925 -17.691
C 18.346 6.389 -21.512
C 20.273 15.233 -18.718
C 23.093 5.946 -21.521
C 14.715 2.800 -18.309
H 22.005 9.458 -22.037
O 18.991 7.580 -18.009
C 18.894 9.006 -17.947
C 20.962 8.434 -15.261
C 18.049 1.396 -15.885
H 17.236 7.055 -16.991
H 21.493 8.871 -24.371
C 14.070 2.710 -19.523
C 19.365 12.906 -17.690
C 21.576 7.350 -20.358
C 17.105 14.087 -21.403
H 19.967 6.162 -13.005
H 20.722 16.126 -19.133
H 23.408 5.383 -22.393
H 15.372 6.085 -15.739
O 17.837 15.670 -23.460
C 13.932 3.804 -20.348
H 19.410 16.207 -17.007
C 16.303 7.346 -14.265
H 19.284 3.105 -16.112
H 19.380 9.780 -25.401
H 14.368 11.458 -22.140
C 16.480 14.012 -22.634
Br 24.765 3.537 -17.215
C 21.984 6.441 -15.700
H 22.751 5.918 -16.259
Br 21.876 3.898 -18.513
H 19.022 11.952 -17.301
C 15.078 12.227 -21.867
H 18.029 5.223 -18.379
C 17.941 1.951 -13.227
H 18.727 6.942 -16.004
H 21.074 13.985 -20.244
C 18.723 2.502 -15.409
H 15.767 4.004 -14.402
*
```

For the HOMO energy, the calculation gives -0.4095 Eh. For the total energy, the calculation gives -299146.393 eV. For the energy above the lowest of the compared OMol25 structures with the same formula, charge and spin, the calculation gives 0.612 eV. The LUMO energy comes out at -0.0978 Ha.

***

Number 1: gap between HOMO and LUMO 5.314 eV. Number 2: gap between HOMO and LUMO 8.037 eV. Number 3: gap between HOMO and LUMO 6.800 eV. Number 4: gap between HOMO and LUMO 8.481 eV.